ORCA calculation (the ωB97M-V functional and the def2-TZVPD basis) on an isolated molecule of C4H6FN in a non-equilibrium geometry.

* frontier orbital gap: 10.51 eV
* HOMO level: -9.64 eV
* largest force on an atom: 0.095 Eh/bohr
* M: 87.097 g/mol
* energy relative to the best compared isomer or geometry (same formula, charge and spin): 30.8 kcal per mole

Geometry as ORCA input:
```
! wB97M-V def2-TZVPD RIJCOSX def2/J DEFGRID3
* xyz 0 1
N 1.30 0.48 1.39
H -1.31 0.94 -0.59
C 0.45 0.29 0.48
H -0.23 -2.67 -1.35
F 1.90 -1.42 -0.57
H 1.09 1.40 1.85
H -1.34 -1.41 -0.88
H -0.39 2.27 -0.10
H -1.26 1.47 1.06
C -0.29 -1.63 -1.04
C -0.61 1.29 0.17
C 0.70 -1.00 -0.40
*
```

Atomic partial charges in e from the Mulliken method, atoms 1 to 2: N -0.6414; H 0.2823

ORCA calculation (the ωB97M-V functional and the def2-TZVPD basis) on a structure of composition C19H28CaClO6 in a non-equilibrium geometry.

* frontier orbital gap: 5.92 eV
* HOMO level: -3.98 eV
* largest force on an atom: 0.055 Eh/bohr
* M: 427.958 g/mol
* energy relative to the best compared isomer or geometry (same formula, charge and spin): 0.0 kcal per mole

Geometry as ORCA input:
```
! wB97M-V def2-TZVPD RIJCOSX def2/J DEFGRID3
* xyz -1 1
O 0.63 1.28 4.18
H -1.81 -0.62 -4.93
H 2.70 -1.42 1.25
H -0.70 2.00 -3.98
H -1.48 1.05 -1.35
C 1.36 -2.03 4.26
C 0.26 1.56 -4.34
C 0.21 1.09 -5.78
H 2.49 -0.44 -5.28
C -0.93 -1.18 -5.26
Ca -0.08 -0.17 2.58
O 0.50 0.20 -3.79
O 0.87 0.81 0.57
O 1.80 0.63 6.20
C 2.10 -1.72 2.10
H 0.03 2.94 -1.84
C 0.49 2.04 -1.42
H 1.36 -2.08 5.34
H 3.18 -0.82 3.85
O -0.26 1.83 6.34
H -2.12 1.33 5.11
H 1.63 -1.42 -6.53
H 0.01 2.76 0.58
C -2.45 -0.60 4.03
C 0.95 -2.57 2.05
H -2.88 0.52 0.89
C 1.62 -1.07 -5.49
H 1.11 2.21 -4.09
H 1.80 2.64 0.29
O -0.26 -0.46 5.62
C 0.82 2.20 0.06
H 1.67 -1.94 -4.82
H -0.81 -2.05 -4.59
Cl 0.49 0.82 5.64
H -2.35 2.48 2.70
C 2.35 -1.40 3.46
C -2.37 1.40 2.89
C 0.34 -0.33 -5.16
H 1.42 1.86 -1.98
H -0.73 1.32 -6.28
H -0.75 -0.57 0.21
H -2.49 -1.33 4.84
C -0.42 0.79 -1.44
C 0.49 -2.76 3.39
H -0.34 0.19 -2.35
C -2.22 0.79 4.17
H -2.92 -1.85 2.23
H 0.78 -0.86 -0.67
C -2.65 0.37 1.95
C 0.10 -0.07 -0.32
H 1.08 1.43 -6.34
H -0.37 -3.35 3.71
H 0.52 -3.02 1.16
C -2.68 -0.88 2.65
H -1.09 -1.54 -6.28
*
```

Atomic partial charges in e from the Mulliken method, atoms 1 to 2: O -0.7513; H 0.3606

ORCA calculation (the ωB97M-V functional and the def2-TZVPD basis) on a cluster of 5 separate species, C19H33N4O9PS in total in a non-equilibrium geometry.

* frontier orbital gap: 7.98 eV
* HOMO level: -8.68 eV
* largest force on an atom: 0.072 Eh/bohr
* M: 524.533 g/mol

Geometry as ORCA input:
```
! wB97M-V def2-TZVPD RIJCOSX def2/J DEFGRID3
* xyz 0 1
H -2.15 -1.79 1.36
O -1.07 -1.71 -2.22
C 1.30 1.00 -4.65
H 8.80 4.45 -4.13
H 1.69 1.75 -5.32
O -1.03 1.58 -0.79
C 5.75 2.71 -2.94
C 3.36 1.89 1.76
H 7.87 2.61 -5.52
C -4.03 -3.28 6.14
H 3.32 1.32 2.69
C 2.42 0.59 -3.79
S -1.34 -1.17 -5.14
O -4.11 -0.90 -0.88
N -4.91 -1.60 1.09
C 6.51 2.18 -4.13
C -0.94 1.96 -1.91
C -3.93 -1.51 0.17
H -5.67 -3.04 2.40
H 2.64 -0.50 -0.45
C -5.49 -3.56 5.87
H 4.24 2.54 1.80
C 0.35 1.57 -3.68
C 1.27 -0.11 1.13
O -5.87 -4.09 4.84
H -3.93 -2.76 2.56
N 7.40 3.02 -4.73
H 5.09 1.94 -2.58
H -3.36 -0.61 -2.26
H 1.24 -1.14 1.50
H -3.70 -3.81 7.03
O 0.35 3.88 -4.18
C -2.62 -2.19 0.46
O 4.45 1.01 -0.18
H 1.23 0.57 1.97
C 3.35 0.27 -3.11
H 2.47 2.51 1.67
O -2.99 -0.21 -3.08
N 2.49 0.08 0.36
P -1.44 -0.58 -3.29
H 0.96 0.08 -5.12
H -3.87 -2.21 6.27
H -1.99 -1.99 -0.39
H 7.53 5.04 -5.21
H -6.66 -1.62 8.17
H -7.34 -3.42 6.59
H -5.07 -2.39 8.26
C -6.13 -2.57 8.12
H 6.44 2.97 -2.14
O -0.57 3.25 -2.23
H 0.41 0.06 0.49
H -6.49 -3.22 8.92
H -1.63 -2.46 -2.44
H -2.76 -3.27 0.57
C -4.88 -2.28 2.38
C 7.74 4.38 -4.37
H -3.45 -3.61 5.29
H 4.26 -0.06 -2.69
C -0.67 1.01 -3.03
C 0.22 3.03 -3.36
C 3.49 0.97 0.58
H 7.17 4.71 -3.51
H -5.08 -1.56 3.17
H 5.15 3.58 -3.22
O 6.34 1.05 -4.56
N -6.39 -3.20 6.83
H -5.76 -1.12 0.82
*
```

Atomic partial charges in e from the Mulliken method, atoms 1 to 2: H 0.3427; O -0.5434